The following is a DFT calculation (ωB97M-V/def2-TZVPD) of a cluster of 11 separate species, C31H88N6O15 in total at a distorted geometry.

Output
**Energy relative to the best compared isomer or geometry (same formula, charge and spin)**: 3.2014 eV
**Molar mass**: 785.07 Da
**Multiplicity**: 1
**Calculated total energy**: -2690.6275 hartree
**Orbital gap**: 0.31540 hartree
**SMILES**: COCCNCCOC.COCCNCCOC.COCCNCCOC.COCCNCCOC.NC(N)=O.CO.CO.CO.CO.CO.CO
**Net charge**: 0

```
140
Properties=species:S:1:pos:R:3:forces:R:3
C 7.226818 -1.217092 4.982802 -0.7 -1.1 0.6
O 6.705468 -1.316142 6.299642 0.1 -0.4 0.4
C 6.069638 -2.565162 6.655342 1.0 0.7 -0.1
C 5.447298 -2.274312 8.017632 -0.6 1.0 -1.0
N 4.332538 -1.239652 7.921482 0.2 -1.0 0.6
C 3.123878 -1.719062 7.238422 0.3 -0.6 -0.3
C 1.859778 -0.882472 7.343692 0.4 1.0 1.2
O 1.996968 0.276998 6.526872 -0.2 1.0 -0.5
C 0.965138 1.263868 6.803692 0.2 -1.7 0.3
H 7.778408 -2.122242 4.728722 0.3 -0.1 0.0
H 7.913278 -0.371342 4.942952 -0.5 0.1 -0.2
H 6.352198 -1.210372 4.332342 0.3 0.6 -0.6
H 6.801708 -3.368742 6.735502 0.5 0.0 0.3
H 5.437598 -2.937052 5.848912 -0.7 0.4 0.0
H 6.248588 -1.870432 8.636452 0.0 0.4 -0.1
H 5.239358 -3.209952 8.536702 -1.0 0.1 -0.1
H 4.669668 -0.471322 7.359232 0.5 0.1 0.2
H 2.962788 -2.735872 7.596542 -0.4 0.0 0.0
H 3.310038 -1.796842 6.167272 0.0 -0.2 -0.4
H 1.690158 -0.500582 8.350432 0.4 -0.2 0.6
H 0.950508 -1.459012 7.173672 0.0 -0.2 -0.8
H 0.040808 0.734608 6.572202 -0.5 0.5 0.1
H 1.016238 2.199438 6.246742 0.6 -0.4 -0.4
H 0.982178 1.521028 7.862772 0.0 0.0 0.2
C -5.221712 5.136458 2.975922 0.2 0.8 0.3
O -6.145072 5.305998 4.059872 1.0 -0.9 -1.0
C -7.460042 4.870528 3.778242 -1.0 1.5 1.7
C -8.293492 6.050488 3.281712 -0.5 -1.3 -1.5
N -8.379322 7.143388 4.211352 1.4 -1.1 -0.3
C -8.713402 8.355618 3.554272 -1.9 1.8 1.6
C -8.918172 9.343748 4.709602 -0.4 1.5 -0.2
O -7.690552 9.685178 5.271902 1.0 0.6 0.6
C -7.727232 10.634068 6.380312 0.6 -2.3 -0.8
H -4.263142 5.556318 3.280842 0.0 -0.2 0.4
H -5.456772 5.750068 2.106242 -0.6 -0.1 -0.2
H -5.053122 4.105398 2.665122 -0.3 -0.2 0.2
H -7.900172 4.729568 4.765412 0.1 -0.4 0.3
H -7.604952 3.909928 3.283922 0.5 0.2 -0.6
H -9.294412 5.664888 3.087902 -0.3 -0.1 0.1
H -7.964212 6.395678 2.301642 0.4 0.0 -0.4
H -7.423332 7.301738 4.496202 0.3 -0.2 0.7
H -9.695122 8.301438 3.083772 -0.1 -0.3 -0.2
H -8.034552 8.787588 2.818962 0.5 -0.2 -0.1
H -9.602992 9.026208 5.495912 -0.1 -0.9 -0.1
H -9.368012 10.279538 4.377882 -0.3 0.3 -0.6
H -6.701882 11.003908 6.380782 -0.4 0.8 0.0
H -7.801002 10.026798 7.282472 -0.4 0.2 0.3
H -8.573052 11.318138 6.311432 0.4 0.3 -0.1
C 3.982288 -4.334982 -7.793328 -0.6 1.6 -1.1
O 4.878028 -5.308112 -8.166238 1.4 -1.1 0.3
C 5.776348 -5.671962 -7.151008 0.1 -1.3 0.6
C 6.618648 -6.911762 -7.483648 -0.4 0.0 -0.8
N 5.830668 -8.048442 -7.958208 -0.3 0.5 1.0
C 6.524668 -9.342582 -8.017648 -1.5 0.7 0.7
C 7.316158 -9.528922 -9.241748 0.4 -1.1 0.0
O 6.429158 -9.680672 -10.317938 0.5 -0.2 -2.1
C 7.089508 -10.203462 -11.516328 -0.6 0.4 0.6
H 4.423648 -3.473502 -7.292188 0.5 0.1 0.1
H 3.118178 -4.584052 -7.177388 0.0 -0.8 0.0
H 3.673608 -3.998812 -8.783178 -0.8 0.5 0.3
H 5.203678 -5.917382 -6.256618 -0.2 -0.1 0.3
H 6.485688 -4.898432 -6.856778 -0.1 0.6 -0.3
H 7.166258 -7.144902 -6.570478 0.2 -0.2 -0.1
H 7.287358 -6.707902 -8.319928 0.8 0.7 0.3
H 5.541908 -7.731462 -8.872668 -0.4 -0.7 -0.3
H 5.729558 -10.087572 -7.987598 0.1 -0.3 0.1
H 7.159728 -9.485552 -7.143378 0.0 0.2 0.1
H 7.843638 -10.477462 -9.141018 0.6 0.0 0.0
H 8.011458 -8.689972 -9.270218 0.3 0.1 -0.8
H 6.372388 -10.411512 -12.310408 -0.4 0.4 0.4
H 7.571108 -11.166962 -11.349498 0.2 0.0 0.5
H 7.812078 -9.497892 -11.926408 0.1 0.1 0.2
C -5.538842 5.421948 -2.701338 -0.6 0.7 0.4
O -5.615442 4.074428 -2.995708 0.6 -2.1 -1.1
C -5.604962 3.728788 -4.424288 -1.0 1.6 1.1
C -6.159652 2.328758 -4.679908 1.1 1.2 -1.1
N -5.466072 1.387888 -3.850348 -0.4 -0.9 0.0
C -6.202392 0.113808 -3.770628 -0.4 0.4 1.4
C -5.460062 -1.106942 -3.216548 0.3 1.5 0.1
O -4.984082 -0.885632 -1.854438 0.0 -1.1 -1.2
C -4.284982 -2.079432 -1.378288 -1.0 1.4 -0.2
H -6.544312 5.842838 -2.698258 -0.2 0.3 -0.1
H -4.947442 6.032878 -3.383328 0.4 -0.2 -0.2
H -5.161652 5.529488 -1.684348 0.2 0.0 -0.1
H -4.632992 3.971888 -4.853568 0.4 -0.6 0.2
H -6.271672 4.477258 -4.852508 -0.3 -0.1 -0.5
H -5.924212 2.110938 -5.721648 0.2 0.0 -0.3
H -7.248562 2.360238 -4.717158 -0.4 -0.2 1.0
H -5.370272 1.862248 -2.963838 0.1 -0.6 0.5
H -6.667012 -0.105622 -4.731918 0.6 -0.2 -0.3
H -7.088362 0.215958 -3.143958 -0.3 0.3 0.4
H -4.617842 -1.245812 -3.894388 0.3 -0.6 0.2
H -6.184942 -1.918622 -3.278448 0.2 -0.4 0.2
H -3.757332 -1.771502 -0.475578 0.1 -0.1 -0.1
H -3.597142 -2.447632 -2.139468 0.1 0.0 0.1
H -5.035012 -2.829382 -1.127078 0.1 -0.3 0.0
N 1.432468 -6.469822 1.081982 1.2 2.6 -2.9
C 1.203128 -6.841722 2.311612 -1.7 -1.3 2.4
N 0.762108 -8.106862 2.367752 -0.2 -1.9 -0.3
O 1.187958 -6.156062 3.307992 0.9 1.3 0.5
H 1.660288 -5.489102 1.002162 0.1 -0.2 -0.4
H 1.579648 -7.076402 0.287932 0.0 0.2 0.4
H 0.630198 -8.539012 1.464462 -0.1 -0.7 0.7
H 0.752108 -8.593532 3.252712 -0.1 0.0 -0.5
C 0.042728 2.261798 -4.159938 0.6 0.3 1.2
O -0.650022 1.053528 -4.321078 -0.2 -0.5 -0.4
H 1.108768 2.035948 -4.185578 0.0 0.0 -0.7
H -0.232182 3.095948 -4.805478 0.0 -0.3 -0.4
H -0.046092 2.626168 -3.136498 -0.5 0.2 0.3
H -1.554412 1.190218 -4.612618 0.0 0.2 0.1
C -5.070992 -1.733482 4.404322 0.6 1.3 -1.4
O -6.096262 -2.036782 3.448252 -0.4 -0.4 0.9
H -4.220342 -1.416062 3.801222 0.6 -0.4 0.3
H -5.281472 -0.804692 4.934552 -0.6 -0.2 0.3
H -4.782012 -2.499902 5.123482 -0.4 -0.3 -0.4
H -5.736982 -2.049772 2.558112 0.2 0.0 0.2
C 5.643408 3.453498 3.545782 0.7 0.1 -0.3
O 4.538728 2.586268 3.520742 -0.3 -0.1 0.1
H 5.356738 4.463038 3.840302 0.1 0.2 -0.3
H 6.454808 3.137528 4.201452 -0.1 -0.3 0.4
H 6.104188 3.420218 2.558522 -0.3 0.4 -0.1
H 4.050478 2.730578 4.334622 -0.1 -0.2 0.1
C 0.644038 -0.429542 0.265832 0.4 1.8 -0.7
O 1.361538 -1.102142 -0.781228 -0.2 -0.5 1.0
H 1.022188 0.591918 0.307142 0.0 0.5 -0.2
H -0.416302 -0.316062 0.040222 -0.1 -0.5 0.2
H 0.842838 -0.696482 1.303772 0.0 -1.3 -0.4
H 0.992978 -0.823922 -1.622868 -0.1 0.1 0.0
C 2.308868 6.121338 -0.195368 -0.3 1.0 -1.3
O 3.244888 5.065358 -0.331598 -0.4 0.4 0.6
H 2.298288 6.675458 -1.133948 -0.1 -0.4 -0.4
H 1.281138 5.798608 -0.028838 0.0 -0.3 0.2
H 2.537218 6.955788 0.467692 0.5 -0.5 0.9
H 3.158838 4.556668 0.477992 0.3 -0.3 0.0
C 6.994798 0.272738 -2.232218 -0.5 0.1 1.6
O 6.574328 -1.059402 -1.886218 0.3 0.5 -0.6
H 6.341108 0.794468 -2.931208 0.3 -0.5 -0.8
H 6.877048 0.910348 -1.356048 0.2 0.1 0.4
H 8.066258 0.265118 -2.432248 -0.3 -0.1 -0.6
H 5.717088 -0.997302 -1.458558 -0.1 0.0 0.0
```
Forces are in eV/Å.